No. 1
Below is a cluster of 22 separate species, H44O22 in total, with properties calculated with ωB97M-V/def2-TZVPD.

Geometry as ORCA input:
```
! wB97M-V def2-TZVPD RIJCOSX def2/J DEFGRID3
* xyz 0 1
O 0.23670 -3.09007 -2.23952
H -0.26513 -3.13836 -1.42585
H 1.02635 -3.60222 -2.06521
O -2.14428 3.50412 -0.43377
H -1.56904 4.14867 -0.84595
H -2.68226 4.01476 0.17125
O -1.84437 -5.65872 -3.03937
H -2.78997 -5.80184 -2.99945
H -1.68867 -4.91864 -2.45263
O 3.54452 -4.10113 -0.75184
H 3.39513 -4.11638 -1.69719
H 4.05837 -3.30742 -0.60284
O -2.03861 2.67314 3.69516
H -2.19552 1.74953 3.89154
H -2.85614 2.97686 3.30067
O 1.54124 -1.32258 4.18180
H 1.64091 -1.44664 3.23793
H 1.47144 -0.37444 4.29318
O -3.63620 -1.73141 -3.21832
H -4.34607 -1.52969 -3.82793
H -3.54555 -0.94132 -2.68562
O -0.06307 -5.33140 2.81816
H -0.00431 -6.16908 3.27759
H -0.21650 -4.68831 3.51033
O 1.98937 5.15359 0.01760
H 1.20566 4.70467 -0.29944
H 2.66248 4.94850 -0.63132
O 0.65182 2.16020 2.40798
H 0.39089 1.66410 1.63207
H -0.17215 2.36610 2.84948
O 0.74224 -1.67673 -5.36910
H 0.38310 -1.74954 -4.48481
H 1.65121 -1.96425 -5.28339
O 3.40925 2.43333 2.62981
H 2.45775 2.52465 2.68030
H 3.59979 1.63282 3.11879
O -0.29572 1.85528 -2.05638
H -1.16400 2.25739 -2.03105
H -0.23216 1.47649 -2.93314
O -1.85663 -0.03048 2.80540
H -1.48376 0.13871 1.94019
H -1.48780 -0.87484 3.06473
O 0.38898 -3.16162 0.84175
H 0.14213 -3.80735 1.50382
H 1.17288 -3.52653 0.43116
O 2.88031 1.21016 -4.17470
H 3.34791 0.41659 -4.43515
H 2.69577 1.08537 -3.24379
O -3.63565 0.66949 -1.58766
H -4.47376 1.00975 -1.90072
H -3.20146 1.42619 -1.19380
O 1.64436 1.40571 5.22939
H 1.50709 1.85583 6.06293
H 1.42604 2.05923 4.56494
O -4.64744 -0.15209 3.43251
H -3.78523 -0.17291 3.01729
H -4.49515 -0.48081 4.31850
O 2.09652 1.45721 -0.96681
H 2.81992 1.90947 -0.53278
H 1.47042 2.15062 -1.17512
O 1.41816 3.32125 -5.02251
H 1.38936 4.27799 -5.01588
H 1.88752 3.08971 -4.22107
O 0.20840 -0.13433 0.32850
H 0.17292 0.32930 -0.50818
H 0.08971 -1.05564 0.09756
*
```

## Properties
relative energy (zero: lowest compared OMol25 entry of this formula, charge and spin): 79.7 kcal per mole
highest occupied orbital energy: -10.73 eV
gap between HOMO and LUMO: 10.3 eV
LUMO: -0.47 eV

Here are the Mulliken charges for atoms 1 to 4, given in e: O -0.464; H 0.255; H 0.232; O -0.559

---

No. 2
Below is a cluster of 3 separate species, C2H11NO3 in total in a non-equilibrium geometry, with properties calculated with ωB97M-V/def2-TZVPD.

Geometry as ORCA input:
```
! wB97M-V def2-TZVPD RIJCOSX def2/J DEFGRID3
* xyz 0 1
N 0.41666 -0.24313 -2.08860
C -0.59421 -0.00773 -1.04388
C -0.61303 -1.10114 0.00275
O -1.74738 -0.98813 0.83842
H -0.02446 -0.60807 -2.92440
H 0.86336 0.63683 -2.31500
H -0.56125 0.98347 -0.59405
H -1.55501 -0.14386 -1.53390
H -0.59216 -2.09633 -0.45903
H 0.24602 -1.18056 0.68208
H -1.74984 -0.12574 1.27430
O -0.20812 1.40990 1.86524
H 0.28858 0.62243 2.13438
H 0.55472 1.85870 1.46606
O 2.20557 0.53892 0.22930
H 2.91343 0.01315 0.61493
H 2.00850 0.09037 -0.60816
*
```

## Properties
SMILES: NCCO.O.O
relative energy (zero: lowest compared OMol25 entry of this formula, charge and spin): 13.6 kcal per mole
highest occupied orbital energy: -9.64 eV
gap between HOMO and LUMO: 10.3 eV
LUMO: 0.64 eV

Here are the Mulliken charges for atoms 1 to 4, given in e: N -0.627; C -0.403; C -0.440; O -0.544

---

No. 3
Below is a cluster of 3 separate species, C3H11NO4 in total in a non-equilibrium geometry, with properties calculated with ωB97M-V/def2-TZVPD.

Geometry as ORCA input:
```
! wB97M-V def2-TZVPD RIJCOSX def2/J DEFGRID3
* xyz 0 1
N 1.16478 -1.20191 0.55466
C 0.93712 0.09200 0.84968
O 0.28641 0.37002 1.87105
C 1.47167 1.04019 -0.21013
C 0.67249 0.70870 -1.43268
O 0.67463 1.82505 -2.31283
H 0.68658 -1.95839 1.03504
H 1.44526 -1.49859 -0.36265
H 1.34069 2.12170 -0.02991
H 2.52958 0.97505 -0.19815
H 1.03341 -0.32885 -1.97526
H -0.41025 0.74717 -1.09895
H 0.71427 1.73310 -3.24551
O -1.34180 -2.62558 1.61706
H -1.37535 -1.87838 2.24665
H -2.04501 -2.12428 1.06324
O -2.67323 0.24421 -0.50037
H -2.60032 1.03575 -1.08188
H -3.59603 -0.01569 -0.73296
*
```

## Properties
SMILES: NC(=O)CCO.O.O
relative energy (zero: lowest compared OMol25 entry of this formula, charge and spin): 55.4 kcal per mole
highest occupied orbital energy: -9.53 eV
gap between HOMO and LUMO: 9.9 eV
LUMO: 0.34 eV

Here are the Mulliken charges for atoms 1 to 4, given in e: N -0.371; C 0.594; O -0.644; C -0.649

---

No. 4
Below is a structure of composition C16H15BrScSe in a non-equilibrium geometry, with properties calculated with ωB97M-V/def2-TZVPD.

Geometry as ORCA input:
```
! wB97M-V def2-TZVPD RIJCOSX def2/J DEFGRID3
* xyz -1 1
C -2.16647 -1.39744 -1.18746
C -1.41336 -2.04540 -2.20289
C -0.70008 -3.18376 -1.62374
H -1.42328 -1.76242 -3.24454
C -1.02638 -3.18452 -0.21280
C -1.90526 -2.05764 0.03889
H -2.46671 -1.91343 0.95482
H -2.99241 -0.71259 -1.38866
H -0.12463 -3.95638 -2.14784
H -0.68474 -3.88276 0.53686
Sc 0.27096 -1.29955 -0.69680
Br 0.67598 0.47254 -2.19773
C -1.60575 2.87846 1.16889
C -2.50698 1.98244 1.83116
C -3.50068 1.58404 0.89055
H -2.46106 1.66995 2.87112
C -3.23348 2.26036 -0.34842
C -2.06181 3.03871 -0.16533
H -1.64101 3.68852 -0.94422
H -0.71798 3.34511 1.58727
H -4.33849 0.93105 1.11593
H -3.89309 2.22084 -1.22944
Se 0.40937 -0.72940 1.81424
C 2.20406 -0.31172 1.20917
C 2.91338 -1.19882 0.32278
C 4.04744 -0.72853 -0.39569
C 4.56026 0.55855 -0.14148
C 3.93965 1.39389 0.81300
C 2.77930 0.96329 1.49288
H 2.52252 -2.21819 0.12779
H 4.49461 -1.35632 -1.18089
H 5.48067 0.90027 -0.63727
H 4.33230 2.40740 1.00095
H 2.23316 1.64349 2.16891
*
```

## Properties
highest occupied orbital energy: -2.41 eV
gap between HOMO and LUMO: 4.4 eV
LUMO: 2.02 eV

Here are the Mulliken charges for atoms 1 to 4, given in e: C 0.190; C -0.945; C -0.224; H 0.452

---

No. 5
Below is a structure of composition C2HClNO2 in a non-equilibrium geometry, with properties calculated with ωB97M-V/def2-TZVPD.

Geometry as ORCA input:
```
! wB97M-V def2-TZVPD RIJCOSX def2/J DEFGRID3
* xyz -1 1
C -2.63256 0.60195 -0.50036
C 1.47241 0.50155 0.16350
N -1.80544 -0.11454 -0.12125
O 1.07114 0.80247 -0.88541
O 2.02445 0.54377 1.16527
Cl 0.68366 -1.64321 0.28729
H -0.81366 -0.69198 -0.10904
*
```

## Properties
relative energy (zero: lowest compared OMol25 entry of this formula, charge and spin): 9.2 kcal per mole
highest occupied orbital energy: -5.70 eV
gap between HOMO and LUMO: 9.6 eV
LUMO: 3.93 eV

Here are the Mulliken charges for atoms 1 to 4, given in e: C -0.275; C 0.677; N -0.094; O -0.427

---

No. 6
Below is a structure of composition C17H20N2O2S in a non-equilibrium geometry, with properties calculated with ωB97M-V/def2-TZVPD.

Geometry as ORCA input:
```
! wB97M-V def2-TZVPD RIJCOSX def2/J DEFGRID3
* xyz 0 1
C -2.24552 -2.78979 1.33499
C -0.86310 -2.44095 0.55279
C 0.26749 -1.95731 1.24916
C 1.35137 -1.77397 0.61149
C 1.38839 -1.96833 -0.89807
C 0.19441 -2.26088 -1.42966
C -1.01438 -2.62323 -0.66384
H -1.80644 -2.78240 -1.53055
H 0.25851 -2.19286 -2.65261
S 2.92044 -1.49559 -1.61516
C 3.51386 0.01752 -0.54133
N 4.64330 -0.37763 -0.14122
C 5.36647 0.22964 0.62334
C 4.80291 1.72949 1.07572
C 3.54726 1.93878 0.34193
C 2.85484 1.01103 -0.24049
C 1.65305 1.21942 -0.96112
H 1.46658 0.80278 -1.88848
H 1.64924 2.56666 -1.26469
O 0.53393 1.03663 -0.01803
C -0.73006 1.36481 -0.61670
O -1.01498 2.15423 -1.33513
N -1.59538 0.99441 0.39925
H -1.29752 0.27634 1.19575
C -3.03335 1.18981 -0.06489
C -3.34305 2.51521 0.24212
H -4.49460 2.40952 0.16768
H -3.06602 3.08580 1.16432
H -3.03501 2.99912 -0.45045
C -3.45690 0.35487 -1.06738
H -3.03359 1.04209 -2.02043
H -4.60465 0.42341 -1.34729
H -3.15208 -0.60732 -1.17212
H -3.50585 0.35286 0.99465
H 3.05801 2.84475 0.66321
H 5.32964 2.54021 1.72615
H 6.33236 0.11738 0.95898
H 2.16305 -1.44135 1.48144
H 0.04539 -1.95693 2.37208
H -3.26178 -2.17565 0.86892
H -2.37956 -3.94331 1.35811
H -2.40671 -2.42929 2.53754
*
```

## Properties
relative energy (zero: lowest compared OMol25 entry of this formula, charge and spin): 362.4 kcal per mole
highest occupied orbital energy: -8.16 eV
gap between HOMO and LUMO: 8.6 eV
LUMO: 0.41 eV

Here are the Mulliken charges for atoms 1 to 4, given in e: C -1.158; C 0.722; C -0.719; C -0.163

---

- LUMO of number 6 (C17H20N2O2S)?
  0.41 eV

---

- The highest highest occupied orbital energy belongs to which entry?
  C16H15BrScSe